Record 1
# C12H28AlN4O12P2

A structure of composition C12H28AlN4O12P2 at a distorted geometry (ωB97M-V/def2-TZVPD, the OMol25 dataset).

For the frontier orbital gap, the calculation gives 1.228 eV. The value obtained for the largest force on an atom is 4.664 eV/A. The total energy comes out at -2520.68545 Eh. The net charge is -3.

CARTESIAN COORDINATES (ANGSTROEM)
Al 25.9153 -12.9339 -1.4226
P 24.0254 -13.0679 -6.1691
O 25.3973 -13.5472 -5.7144
O 23.1701 -12.9247 -4.9090
O 23.5016 -14.4137 -6.6596
O 23.9495 -11.8952 -7.1651
P 24.0752 -17.6220 -2.4600
O 23.4592 -17.8917 -3.8745
O 25.5543 -17.1311 -2.7374
O 23.9058 -18.7196 -1.5046
O 23.3363 -16.2917 -2.1484
C 30.6406 -16.9127 -0.8471
O 30.2993 -15.7261 -0.7783
N 31.6912 -17.4763 -0.2839
C 31.9089 -18.9344 -0.4087
C 32.8091 -16.6785 0.1950
H 30.1679 -17.6366 -1.5288
H 32.3829 -19.3175 -1.3125
H 30.8997 -19.3437 -0.3628
H 32.4354 -19.1094 0.5295
H 33.0845 -16.9920 1.2019
H 33.7679 -16.8341 -0.2995
H 32.6034 -15.6080 0.2002
C 25.5630 -7.1426 -4.2843
O 26.1202 -7.9448 -3.4615
N 26.0227 -5.9293 -4.6371
C 25.2475 -5.0196 -5.4559
C 27.1927 -5.1711 -4.0884
H 24.5836 -7.3855 -4.7249
H 24.2280 -4.7337 -5.1972
H 25.4086 -5.5375 -6.4014
H 25.8107 -4.0888 -5.5218
H 27.8953 -4.7564 -4.8112
H 26.7420 -4.3651 -3.5093
H 27.8055 -5.7298 -3.3809
C 29.0298 -10.6594 3.7386
O 28.8692 -11.2073 2.5983
N 30.1739 -10.6935 4.4705
C 30.4783 -9.7981 5.5777
C 31.2835 -11.5165 3.9687
H 28.2653 -10.0541 4.2496
H 31.3198 -9.1055 5.5643
H 30.5284 -10.6144 6.2984
H 29.5946 -9.2400 5.8872
H 31.1895 -11.7281 2.9036
H 32.2270 -10.9726 4.0130
H 31.4135 -12.3963 4.5989
C 26.8767 -17.2329 2.8568
O 26.6563 -16.0363 2.6297
N 27.8958 -17.7746 3.6384
C 28.1188 -19.2257 3.7883
C 28.8106 -16.9133 4.3427
H 26.3321 -18.0427 2.3471
H 27.9117 -19.4701 4.8301
H 29.1061 -19.6573 3.6240
H 27.5345 -19.8906 3.1521
H 29.8158 -17.2711 4.1198
H 28.8702 -15.9153 3.9084
H 28.7049 -16.8516 5.4258



Record 2
# C3H6N

A cluster of 2 separate species, C3H6N in total at a distorted geometry (ωB97M-V/def2-TZVPD, the OMol25 dataset).

For the frontier orbital gap (spin up / spin down), the calculation gives 10.136 / 9.759 eV. Its expectation value of S² is 0.771. The value obtained for the largest force on an atom is 3.242 eV/A. Its energy above the lowest of the compared OMol25 structures with the same formula, charge and spin is 6.9 kcal per mole. Its multiplicity is 2. The total energy comes out at -172.54198 Eh.

CARTESIAN COORDINATES (ANGSTROEM)
C -0.9216 -0.2309 -0.9295
C -1.5763 -1.0888 -1.8366
C 1.3366 0.6410 1.6404
N -0.1485 0.6601 -1.0306
H 0.6208 0.8071 0.8031
H -1.6826 -0.5081 -2.7697
H -2.3363 -1.8172 -1.5919
H 1.4909 1.4800 2.3018
H 0.9489 -0.2052 2.2062
H 2.2680 0.2619 1.2069



Record 3
# C45H123N5O19

A cluster of 19 separate species, C45H123N5O19 in total at a distorted geometry (ωB97M-V/def2-TZVPD, the OMol25 dataset).

For the frontier orbital gap, the calculation gives 7.540 eV. The value obtained for the largest force on an atom is 4.129 eV/A. Its energy above the lowest of the compared OMol25 structures with the same formula, charge and spin is 28.1 kcal per mole. The total energy comes out at -3491.36625 Eh.

CARTESIAN COORDINATES (ANGSTROEM)
C 0.6813 0.6766 -3.1599
C 1.6335 1.8005 -2.7097
C 2.7154 1.9696 -3.7783
C 3.5230 3.2491 -3.6263
C 2.5729 4.4309 -3.5962
C 1.5190 4.3423 -2.4953
N 0.8773 3.0231 -2.4714
O 0.0415 2.9263 -1.3374
C 2.1416 4.7585 -1.1709
C 0.4236 5.3618 -2.8445
C 2.3490 1.3014 -1.4181
H -0.0479 1.0870 -3.8686
H 0.1583 0.2937 -2.2834
H 1.1483 -0.1313 -3.7256
H 3.3014 1.0439 -3.7396
H 2.3012 1.8289 -4.7866
H 4.2598 3.3325 -4.4271
H 4.1007 3.1732 -2.7000
H 2.1860 4.5351 -4.6166
H 3.1737 5.3391 -3.4870
H 1.5091 4.5675 -0.2952
H 3.0682 4.2850 -0.8488
H 2.2620 5.8444 -1.1328
H -0.2777 5.5030 -2.0227
H 0.8219 6.3295 -3.1538
H -0.1183 4.9561 -3.7018
H 2.5217 0.2238 -1.3936
H 1.7412 1.4747 -0.5259
H 3.2665 1.8714 -1.2750
H -0.7684 2.5550 -1.7168
C -4.2426 4.0170 -4.8567
C -4.2476 2.5343 -5.2337
C -2.8073 2.1082 -5.5561
C -2.5046 0.5999 -5.5271
C -3.0447 0.0107 -4.2193
C -4.5135 0.3247 -3.9515
N -4.7607 1.7477 -4.0864
O -6.0584 2.1380 -3.6923
C -5.3625 -0.6174 -4.8028
C -4.7342 -0.0743 -2.4648
C -5.1525 2.3080 -6.4603
H -5.1312 4.3328 -4.3105
H -4.1785 4.6386 -5.7516
H -3.3841 4.2911 -4.2403
H -2.6178 2.4122 -6.5908
H -2.1212 2.7058 -4.9532
H -1.4184 0.5209 -5.5004
H -2.9508 0.1031 -6.3882
H -2.3209 0.3275 -3.4555
H -2.8866 -1.0709 -4.1418
H -5.4042 -1.6097 -4.3534
H -6.3985 -0.2670 -4.6852
H -5.1750 -0.6716 -5.8721
H -4.4566 -1.1233 -2.3196
H -4.0738 0.4821 -1.8028
H -5.7782 0.0211 -2.1601
H -6.1796 2.5899 -6.2293
H -5.1905 1.2879 -6.8512
H -4.7794 2.8641 -7.3254
H -5.8808 2.8197 -3.0340
C 0.6709 -1.3437 3.7668
C -0.6593 -0.6082 3.5515
C -0.4599 0.8642 3.9758
C 0.2773 1.6939 2.8882
C -0.4465 1.5368 1.5632
C -0.5233 0.0888 1.0702
N -1.0979 -0.6882 2.1530
O -1.5377 -1.9841 1.7511
C -1.5361 0.1250 -0.0825
C 0.8442 -0.4180 0.5463
C -1.7539 -1.2325 4.4141
H 1.5376 -0.8151 3.3911
H 0.6472 -2.2692 3.1762
H 0.7533 -1.7626 4.7712
H -1.3920 1.4117 4.1075
H 0.2081 0.8722 4.8329
H 1.3058 1.3560 2.7294
H 0.3279 2.7599 3.1165
H 0.1587 2.1073 0.8471
H -1.4465 1.9684 1.5040
H -2.5270 0.3202 0.3485
H -1.4551 0.9124 -0.8373
H -1.6932 -0.7813 -0.6728
H 0.8490 -1.4241 0.1388
H 1.1253 0.2522 -0.2693
H 1.6027 -0.3075 1.3200
H -2.7143 -0.8861 4.0184
H -1.7258 -1.0166 5.4817
H -1.7556 -2.3164 4.2627
H -2.4917 -1.8534 1.7810
C 6.2346 -0.0994 2.3970
C 4.9646 0.6560 2.7623
C 5.1094 1.0146 4.2579
C 4.1309 2.0996 4.7226
C 4.2846 3.3506 3.8599
C 4.1097 3.0019 2.3695
N 4.9548 1.8880 1.9882
O 4.9621 1.6437 0.6013
C 2.6040 2.7382 2.0982
C 4.4970 4.2791 1.6108
C 3.7409 -0.2897 2.5490
H 7.0902 0.5809 2.4246
H 6.1695 -0.5351 1.3987
H 6.4763 -0.8965 3.1023
H 4.9382 0.1631 4.9193
H 6.1173 1.3916 4.4495
H 4.2729 2.1952 5.8028
H 3.1027 1.7235 4.6666
H 5.2290 3.8385 4.1014
H 3.4432 4.0178 4.0597
H 2.2026 1.9907 2.7826
H 2.0129 3.6530 2.1200
H 2.5183 2.3126 1.0957
H 3.8464 5.0888 1.9321
H 5.5477 4.5084 1.8101
H 4.4399 4.1561 0.5313
H 3.1484 -0.2274 1.6368
H 3.0828 -0.2909 3.4204
H 4.1807 -1.2922 2.5129
H 5.8286 1.9510 0.3129
C 0.0725 -3.3100 -4.2862
C -0.1665 -4.0033 -2.9302
C -0.9997 -5.2793 -3.1295
C -0.2344 -6.3475 -3.8885
C 0.9953 -6.7693 -3.0727
C 1.8807 -5.5659 -2.6433
N 1.0628 -4.4235 -2.2451
O 1.7903 -3.3430 -1.7168
C 2.6687 -6.0569 -1.4199
C 2.8899 -5.2636 -3.7712
C -1.0243 -3.1096 -2.0238
H 0.6040 -2.3686 -4.1402
H -0.8912 -3.1231 -4.7602
H 0.6524 -3.9849 -4.9081
H -1.3930 -5.6725 -2.1909
H -1.8941 -4.9891 -3.6941
H -0.0029 -6.0847 -4.9261
H -0.8804 -7.2112 -4.0901
H 1.5618 -7.3759 -3.7788
H 0.6616 -7.3264 -2.2006
H 3.2624 -6.9479 -1.6266
H 3.3490 -5.2340 -1.1806
H 2.0666 -6.2768 -0.5396
H 3.7457 -4.6556 -3.4713
H 3.2790 -6.1839 -4.2115
H 2.4327 -4.7729 -4.6331
H -1.2656 -3.6471 -1.1039
H -1.9368 -2.8536 -2.5615
H -0.4733 -2.2202 -1.7164
H 2.3189 -2.9808 -2.4491
O -0.4156 -3.4704 6.4116
H -0.4260 -3.9307 7.2598
H -1.0659 -2.7621 6.5076
O -4.4487 -1.8729 6.4431
H -4.3008 -2.4526 5.6874
H -5.3454 -2.0718 6.7334
O -0.9336 -4.7289 3.6207
H -0.7542 -4.5663 4.5557
H -0.4212 -4.0573 3.1525
O 3.2861 -0.1802 5.1811
H 3.6320 -0.6172 4.3967
H 2.9366 -0.9016 5.7299
O -1.3616 0.9353 7.7776
H -1.6032 0.8158 6.8542
H -0.4126 1.1229 7.7567
O 2.3834 -2.5247 6.7277
H 1.6024 -3.0682 6.5328
H 2.1214 -1.9825 7.4821
O -3.1579 2.3667 5.4266
H -3.4948 1.4634 5.4253
H -3.1672 2.6360 4.5005
O -3.9597 1.0512 2.5930
H -3.6864 0.1442 2.3963
H -4.3229 1.0083 3.4833
O -4.4358 -1.6271 1.2744
H -5.1763 -1.4895 0.6680
H -4.7789 -2.2364 1.9457
O -4.1071 -4.4177 0.6387
H -4.0805 -4.5833 -0.3090
H -4.2238 -3.4586 0.7249
O -2.6743 2.6187 -2.0516
H -3.1908 2.6806 -1.2260
H -3.2994 2.3103 -2.7317
O -3.9829 2.8756 0.4007
H -3.9261 2.3079 1.1864
H -3.6729 3.7417 0.6884
O 0.7265 -3.8136 1.1725
H 0.9176 -3.7543 0.2280
H 0.0436 -3.1396 1.3085
O 1.6110 1.1285 6.8925
H 1.7808 2.0661 7.0336
H 1.9894 0.9381 6.0139



> The highest total energy belongs to which entry?

C3H6N